1.
Formula: C37H29InN2O4P2
Source: the OMol25 dataset
Level of theory: the ωB97M-V functional and the def2-TZVPD basis

Summary:
- Energy: -73762.7514 eV
- LUMO level: -0.43 eV
- Relative energy (zero: lowest compared OMol25 entry of this formula, charge and spin): 10.3 kJ/mol

Element x y z (Å)
C 3.79 -1.40 -2.30
C -1.05 3.04 -1.06
H -1.39 -0.15 2.02
C 2.94 -0.10 -0.07
C 0.21 3.50 4.25
N -1.91 0.78 -1.53
C -0.81 -5.59 -1.40
C -2.40 -0.53 2.15
C 0.48 2.18 3.90
C -3.54 2.22 -1.05
C 2.91 3.32 -0.03
H 2.54 0.41 0.80
P -1.96 -1.90 -0.21
H 4.98 3.84 0.13
C 1.94 2.71 -0.82
C 4.28 -0.11 -0.34
C 0.27 2.74 1.57
H -4.06 3.14 -0.81
H -2.47 -4.06 1.74
O 6.87 -1.60 -1.74
O 1.68 -2.74 -3.70
H -0.65 3.37 -2.03
H 4.97 0.40 0.30
In -0.12 -0.27 -0.94
P 0.33 2.22 -0.16
H -4.00 -1.87 -1.56
H 4.09 -1.93 -3.20
H 0.66 1.44 4.67
C -2.92 -1.43 1.23
H 3.85 1.86 -3.49
C 0.50 1.81 2.57
O 6.44 0.54 -2.37
C -1.74 -5.85 0.81
C -3.02 -1.40 -1.63
H -0.15 4.81 1.15
H -5.06 -0.20 4.21
C 2.28 2.22 -2.08
H -1.99 -6.47 1.65
O 0.17 -1.47 -2.66
C -4.12 0.95 -1.26
H -0.79 -3.61 -2.20
H 1.54 1.72 -2.69
H -1.38 3.93 -0.52
H 0.72 0.78 2.31
H 2.67 3.68 0.96
C 1.38 -1.92 -2.87
C -4.23 -1.89 1.40
C -4.46 -0.54 3.38
C 4.56 2.86 -1.73
H -5.17 0.69 -1.20
H -4.65 -2.59 0.69
H -0.93 -7.46 -0.35
C 4.22 3.40 -0.50
H -2.74 0.63 3.91
H -0.21 5.47 3.52
C -2.01 -4.49 0.85
C -1.07 -4.24 -1.36
H -2.52 -1.76 -2.54
H 5.59 2.87 -2.06
H -6.00 -1.81 2.59
C -3.16 -0.08 3.22
C -3.08 0.09 -1.55
C 3.59 2.29 -2.53
C -4.99 -1.45 2.47
C -1.68 -3.68 -0.23
C 6.20 -0.59 -1.93
C -2.18 2.07 -1.20
H 0.19 3.79 5.29
C -0.02 4.44 3.25
C 2.46 -1.32 -1.98
C -1.14 -6.40 -0.32
N 2.04 -0.66 -0.89
C 0.01 4.07 1.92
H -0.33 -6.02 -2.27
C 4.73 -0.73 -1.51

2.
Formula: C34H28CrN3O3
Source: the OMol25 dataset
Level of theory: the ωB97M-V functional and the def2-TZVPD basis

Summary:
- <S²>: 3.803
- Energy: -74727.1464 eV
- Spin multiplicity: 4
- LUMO level (spin up / spin down): -5.34 / -8.15 eV
- Charge: +2

Element x y z (Å)
H 1.71 3.94 -1.14
H 0.39 1.81 -1.07
O 3.58 2.32 4.59
H 3.80 2.46 -4.67
H -4.25 -2.83 0.54
H 1.05 -3.12 -1.81
H 5.04 -1.52 -1.96
C 1.26 0.02 3.96
H 3.34 4.30 -3.03
C -0.21 -0.20 0.88
C 2.81 3.35 -2.94
O 1.18 0.47 7.25
H -2.47 -1.11 0.78
C -3.20 -3.10 0.35
C 3.09 -2.44 -1.95
C -4.04 -1.14 -2.71
C 2.42 -0.55 -0.01
O 1.71 -1.00 3.62
H -4.69 -1.65 -1.99
H -1.92 0.39 3.89
C 3.06 2.32 -3.87
C 1.43 -1.44 -0.47
C 1.14 2.00 -1.85
Cr 0.59 1.70 4.50
C -0.62 1.68 2.74
H 0.82 -1.05 -3.23
C 0.28 -0.10 -2.97
H 2.46 0.33 -4.53
C 0.12 2.88 2.78
H 2.16 0.14 0.79
H -4.92 0.63 -1.84
C 2.43 2.18 4.51
N -0.62 -0.26 -1.83
C 0.04 -1.25 -0.03
H -4.30 -1.47 -3.73
C -4.15 0.37 -2.57
H -0.35 0.13 -3.87
C -2.85 -4.43 0.04
C 2.30 1.15 -3.81
H 4.42 0.18 -0.23
C 4.04 -1.50 -1.54
H 0.67 4.64 3.89
H -4.40 0.83 -3.54
H -3.61 -5.20 0.02
C 1.29 1.04 -2.85
C -0.88 -2.40 0.08
N -2.80 0.77 -2.16
H -2.16 -2.30 -2.59
C -1.51 -4.74 -0.20
C 0.08 3.72 3.89
H 0.76 3.10 1.92
C 0.87 0.99 6.26
C -2.22 -2.12 0.44
C -1.92 -0.28 -2.14
H -2.48 1.74 -2.23
C -0.39 0.72 1.67
C -0.68 3.38 5.01
N -2.64 -1.40 -2.43
H 3.36 -3.24 -2.65
H -0.68 4.02 5.90
C 1.79 -2.40 -1.44
H -2.06 1.94 5.85
C -0.52 -3.76 -0.09
C 3.69 -0.55 -0.57
H 0.53 -4.03 -0.15
H -1.22 -5.76 -0.46
C -1.40 1.35 3.88
C 1.90 3.17 -1.89
C -1.45 2.21 4.98

3.
Formula: C3H9N2O2S
Source: the OMol25 dataset
Level of theory: the ωB97M-V functional and the def2-TZVPD basis

Summary:
- Energy: -21165.0390 eV
- SMILES string: CN(C)C=[S@@](N)(=O)[O-]
- LUMO level: 3.97 eV
- Charge: -1
- Relative energy (zero: lowest compared OMol25 entry of this formula, charge and spin): 498.7 kJ/mol

Element x y z (Å)
H 1.51 -1.10 0.61
H 2.10 0.45 1.44
H -1.06 -0.81 -0.20
O 2.06 0.90 -2.50
H -1.22 -0.72 1.54
N 0.15 0.55 0.75
C -1.13 -0.21 0.60
O 1.02 -1.22 -1.51
C 1.23 -0.18 1.40
C 0.34 1.26 -0.61
N -0.25 0.13 -3.06
H 1.23 1.90 -0.60
H -0.84 1.02 -3.11
H -0.82 -0.62 -3.10
S 0.99 0.21 -1.84
H -1.94 0.63 0.59
H 0.97 -0.70 2.38

4.
Formula: C21H27BrCl33N2O2
Source: the OMol25 dataset
Level of theory: the ωB97M-V functional and the def2-TZVPD basis

Summary:
- <S²>: 0.754
- Energy: -512570.1975 eV
- Spin multiplicity: 2
- LUMO level (spin up / spin down): 0.03 / 0.03 eV

Element x y z (Å)
C 3.07 -1.80 3.25
H 0.81 6.50 -8.38
Cl -2.09 -1.62 6.29
H 0.83 -4.15 -0.76
Cl 4.58 -2.69 3.03
Cl 0.90 5.49 -5.90
Cl -3.60 6.65 2.44
Cl 9.47 -2.66 6.38
H -3.22 -0.87 0.15
Cl -1.84 8.63 4.73
H -3.78 -0.87 -2.60
O 3.65 0.92 -1.32
H 1.95 -1.82 -1.76
H -2.44 0.04 -3.26
C 0.95 -1.67 -1.35
N -1.30 -2.04 -2.44
C -0.01 -2.66 -2.05
H -1.95 -3.81 7.09
H 0.82 -7.74 -5.47
H -0.44 -4.76 -1.81
C 7.87 -3.17 5.84
C -2.66 -1.68 -0.33
C -0.15 -3.92 -1.19
H -0.86 -3.82 -0.37
Cl -8.34 1.24 0.91
Cl 1.21 2.61 -6.04
C 0.66 -3.12 -3.36
H 0.00 -3.83 -3.85
H 2.65 4.18 -5.08
Cl -2.42 6.20 6.25
C -2.93 -0.25 -2.33
H -1.29 5.10 0.80
Cl 6.66 -1.93 6.19
Cl 1.30 8.76 -8.73
H -4.44 5.74 4.41
Cl 0.01 7.70 6.77
Cl 2.08 6.47 -10.34
H 4.89 -7.73 5.02
Cl 2.56 -1.03 1.74
Cl -5.69 4.65 2.77
Cl -3.08 3.60 0.64
C -1.32 -3.19 6.47
Cl -7.20 2.92 -1.17
H -3.21 0.67 -1.82
Cl -0.73 7.12 -10.02
Cl -0.33 3.23 -0.22
C 0.86 -6.79 -4.96
H 1.02 -1.90 -0.28
H 0.72 -2.25 -4.02
Cl 1.84 -6.98 -3.50
Cl 0.99 3.94 -3.46
H -2.21 8.40 7.03
H 1.64 -3.55 -3.18
C -1.69 7.81 6.28
Cl 1.60 -5.62 -6.06
H -3.40 -2.41 -0.68
Cl 0.25 -3.03 7.26
C 0.55 -0.21 -1.42
Cl 4.72 -5.54 4.19
H -6.54 2.73 1.06
H -0.82 -0.18 0.15
Cl 5.66 -7.92 2.82
Br 0.68 0.49 -3.26
Cl -1.15 -3.99 4.90
Cl -0.79 -6.31 -4.55
H 7.60 -4.06 6.40
C -6.87 2.03 0.31
C -1.90 -1.05 -1.50
C 1.58 4.07 -5.11
H 3.24 -1.02 3.98
C -1.62 4.40 0.04
H -1.19 0.98 -1.12
H -2.02 -2.11 0.43
C 5.50 -7.11 4.38
C 0.86 7.13 -9.26
Cl 7.88 -3.59 4.13
Cl -1.97 5.30 -1.43
Cl 1.81 -2.87 3.85
Cl -5.59 0.85 0.06
C 2.58 0.75 -0.93
O -2.15 -2.94 -2.78
N 1.44 0.59 -0.51
Cl 7.08 -6.93 5.14
C -4.88 6.05 3.48
C -0.87 -0.04 -0.94
Cl -6.05 7.33 3.83